No. 1
Molecular formula: C3H10O
Method: DFT, ωB97M-V with the def2-TZVPD basis set

Structure (XYZ):
```
14
Properties=species:S:1:pos:R:3:mulliken_charge:R:1
C -1.883 1.876 0.366 -0.710
O -0.691 1.942 -0.304 -0.472
H -0.377 1.077 0.011 0.276
H -2.515 2.690 -0.029 0.247
H -2.438 0.999 0.233 0.299
H -1.750 2.191 1.347 0.327
C 0.677 -0.920 -0.526 -0.752
C 1.795 -1.783 0.032 -0.860
H 1.157 -0.011 -1.126 0.271
H -0.128 -1.321 -1.115 0.453
H 0.125 -0.605 0.346 0.162
H 1.563 -2.865 0.003 0.266
H 1.740 -1.820 1.199 0.231
H 2.724 -1.449 -0.438 0.262
```

As for the SMILES: CC.CO. The HOMO energy is -10.3 eV. The energy relative to the best compared isomer or geometry (same formula, charge and spin) is 41.2 kcal per mole. As for the total charge: 0. The orbital gap comes out at 11.213 eV. The spin multiplicity is 1.

***

No. 2
Molecular formula: C4H6N4O
Method: DFT, ωB97M-V with the def2-TZVPD basis set

Structure (XYZ):
```
15
Properties=species:S:1:pos:R:3:mulliken_charge:R:1
C 0.506 0.609 1.116 -0.225
C -0.969 0.613 1.492 -0.478
C -0.966 -0.962 -0.284 0.116
C 0.359 -0.279 -0.234 0.195
H 2.106 1.872 1.424 0.321
H 0.711 2.544 0.131 0.280
H 1.263 0.075 1.815 0.394
H -1.335 1.508 0.862 0.267
H -0.874 0.833 2.615 0.292
H -2.468 -0.705 1.110 0.213
N 0.950 2.003 1.103 -0.584
N -1.528 -0.585 0.900 -0.160
N 1.780 -0.211 -2.236 -0.620
N 1.155 -0.142 -1.330 0.565
O -1.186 -1.683 -1.194 -0.576
```

The HOMO energy is -8.4 eV. The energy relative to the best compared isomer or geometry (same formula, charge and spin) is 75.9 kcal per mole. As for the total charge: 0. The orbital gap comes out at 9.013 eV. The spin multiplicity is 1.

***

No. 3
Molecular formula: C7H12NO2P
Method: DFT, ωB97M-V with the def2-TZVPD basis set

Structure (XYZ):
```
23
Properties=species:S:1:pos:R:3:mulliken_charge:R:1
C -0.368 1.008 -1.065 0.175
C -2.202 0.619 0.532 0.534
C -0.099 -0.425 -0.743 -0.334
C 2.773 0.342 -0.021 -1.415
C 1.146 0.039 1.992 -1.303
C -2.484 -1.488 -1.199 -1.011
C 1.572 -0.442 0.498 0.201
N -1.449 1.531 -0.302 -0.130
O 0.383 1.688 -1.709 -0.588
O -3.173 0.952 1.176 -0.564
P -1.489 -1.096 0.311 -0.123
H 0.298 -0.992 -1.589 0.582
H 3.315 0.021 -0.925 0.353
H 3.500 0.452 0.768 0.402
H 2.590 1.364 -0.269 0.346
H 1.444 1.148 2.243 0.238
H 1.723 -0.642 2.559 0.441
H 0.158 -0.250 2.192 0.469
H -1.743 -2.066 -1.818 0.315
H -2.785 -0.729 -1.935 0.373
H -3.303 -2.160 -0.892 0.326
H 1.721 -1.489 0.417 0.421
H -1.527 2.614 -0.222 0.294
```

The HOMO energy is -9.3 eV. The energy relative to the best compared isomer or geometry (same formula, charge and spin) is 28.0 kcal per mole. As for the total charge: 0. The orbital gap comes out at 10.078 eV. The spin multiplicity is 1.

***

No. 4
Molecular formula: C7H8BClFIO3
Method: DFT, ωB97M-V with the def2-TZVPD basis set

Structure (XYZ):
```
22
Properties=species:S:1:pos:R:3:mulliken_charge:R:1
B 0.488 -0.344 2.538 0.484
C 0.914 -0.539 -0.121 -1.068
C -0.492 1.965 -0.522 -0.808
C 0.429 -0.131 -1.304 0.717
C -0.064 1.197 -1.501 1.083
C -0.569 1.364 0.862 -0.819
C 0.695 0.559 1.260 0.329
C -0.431 -1.368 -3.113 -0.683
O 1.025 -1.584 2.502 -0.564
O -0.332 0.017 3.538 -0.462
O 0.721 -0.972 -2.372 -0.449
F -0.338 1.497 -2.813 -0.297
Cl 2.104 1.589 1.462 -0.187
I -2.369 0.049 0.899 0.070
H 1.370 -1.458 0.109 0.504
H -0.752 3.109 -0.590 0.234
H -0.650 2.194 1.700 0.539
H -0.209 -1.010 -4.142 0.256
H -1.374 -0.902 -2.782 0.286
H -0.527 -2.494 -3.029 0.271
H 0.597 -2.230 3.105 0.288
H -0.235 -0.511 4.315 0.275
```

As for the SMILES: COC1=C[C@](Cl)(B(O)O)[C@H](I)C=C1F. The HOMO energy is -8.7 eV. The energy relative to the best compared isomer or geometry (same formula, charge and spin) is 29.8 kcal per mole. As for the total charge: 0. The orbital gap comes out at 8.407 eV. The spin multiplicity is 1.

***

No. 5
Molecular formula: C9H10F2N3O11PS
Method: DFT, ωB97M-V with the def2-TZVPD basis set

Structure (XYZ):
```
37
Properties=species:S:1:pos:R:3:mulliken_charge:R:1
C 0.895 4.308 1.022 -0.984
S -0.435 3.094 1.571 1.237
O -0.096 2.773 3.016 -0.572
O -1.772 3.779 1.413 -0.612
N -0.470 1.658 0.557 0.181
C 0.098 1.779 -0.789 -0.135
C 0.128 0.586 -1.814 -0.069
C 0.768 0.854 -3.285 -0.562
O 1.981 1.672 -3.118 -0.150
O 3.023 1.071 -3.756 -0.408
C -0.452 -0.798 -1.368 0.183
P -0.423 -2.338 -2.508 0.283
O 1.163 -2.536 -3.178 -0.464
O -0.643 -3.727 -1.522 -0.372
C -1.073 -0.851 0.090 -0.279
C -1.062 0.398 1.046 -0.373
N -1.661 0.330 2.386 0.503
C -3.128 0.251 2.357 0.576
O -3.791 0.010 1.328 -0.397
F -3.828 0.520 3.581 -0.216
C -1.037 -0.687 3.255 0.495
O -0.913 -1.896 3.022 -0.330
F -0.568 -0.235 4.539 -0.217
H 0.433 5.023 0.239 0.379
H 1.309 4.909 1.902 0.339
H 1.761 3.732 0.510 0.348
H 0.533 2.769 -1.194 0.455
H 0.036 1.513 -3.889 0.267
H 0.972 -0.110 -3.863 0.429
H 3.758 1.070 -3.099 0.335
H 1.803 -1.910 -2.767 0.351
H 0.133 -3.764 -0.902 0.360
H -1.534 -1.846 0.421 0.390
N 1.022 -5.355 1.201 0.983
O 1.596 -4.556 0.423 -0.728
O 1.454 -6.509 1.333 -0.621
O 0.019 -4.985 1.839 -0.603
```

The HOMO energy is -7.0 eV. As for the total charge: 0. The orbital gap comes out at 3.207 eV. The spin multiplicity is 1.

***

No. 6
Molecular formula: C4H10NS2
Method: DFT, ωB97M-V with the def2-TZVPD basis set

Structure (XYZ):
```
17
Properties=species:S:1:pos:R:3:mulliken_charge:R:1
C -0.678 0.758 -0.888 -0.408
C 3.457 0.531 -0.486 -0.102
C -2.139 0.792 0.913 -0.755
C -1.665 -1.407 -0.068 -0.841
N -1.107 -0.059 0.183 0.372
S 1.825 0.358 -0.083 -0.167
S 4.651 -0.459 0.234 -0.011
H -0.664 0.044 -1.801 0.288
H 3.862 1.192 -1.360 0.295
H -1.735 1.690 1.626 0.302
H -2.762 1.449 0.219 0.338
H -2.875 0.206 1.526 0.310
H -2.424 -1.385 -0.955 0.390
H -0.878 -2.138 -0.337 0.313
H -2.333 -1.788 0.704 0.306
H -0.292 0.069 0.710 0.179
H 5.757 0.146 -0.137 0.191
```

The HOMO energy is -12.9 eV. The energy relative to the best compared isomer or geometry (same formula, charge and spin) is 131.2 kcal per mole. As for the total charge: +1. The orbital gap comes out at 7.824 eV. The spin multiplicity is 1.

***

No. 7
Molecular formula: C3H7N
Method: DFT, ωB97M-V with the def2-TZVPD basis set

Structure (XYZ):
```
11
Properties=species:S:1:pos:R:3:mulliken_charge:R:1
C -0.302 0.684 1.206 -0.862
C 0.978 -0.410 -0.549 -0.479
C -0.538 -0.675 -0.729 -0.364
H -1.406 0.880 1.299 0.335
H -0.242 -0.171 1.869 0.336
H 0.372 1.462 1.654 0.281
H 1.420 -1.054 0.119 0.300
H 1.636 -0.363 -1.442 0.248
H -1.040 -1.267 0.080 0.230
H -0.925 -0.762 -1.716 0.258
N -0.091 0.525 -0.205 -0.284
```

As for the SMILES: CN1CC1. The HOMO energy is -9.0 eV. The energy relative to the best compared isomer or geometry (same formula, charge and spin) is 39.9 kcal per mole. As for the total charge: 0. The orbital gap comes out at 10.229 eV. The spin multiplicity is 1.